Computed, not measured: an isolated molecule of C8H12O2Se at a distorted geometry, with wB97M-V/def2-TZVPD.

Geometry as XYZ:
```
23
Properties=species:S:1:pos:R:3:forces:R:3:mulliken_charge:R:1
C 2.507942 0.223897 -1.361821 -0.8866 0.0557 -0.8965 -0.8188
Se 0.800088 1.178688 -1.155737 0.2010 -0.2484 0.6807 0.2035
C 0.171115 -0.323896 -0.158405 -1.1946 0.1730 1.2454 -0.2043
C 0.026908 -0.134604 1.307572 1.7143 0.1160 1.0169 -1.1811
C -1.287264 0.488315 1.746602 0.8354 3.5607 -1.6184 -0.4317
C -2.404465 0.557642 0.720029 0.6451 -0.5395 1.6369 -0.7767
C -2.384841 0.568881 -0.580228 -0.7699 -0.5370 0.1176 0.7079
O -2.653923 0.522497 -1.705345 0.2939 0.3272 -0.8105 -0.4008
C -0.313917 -1.415302 -0.738830 0.4475 1.1245 -3.6535 0.6234
C -0.427542 -1.491051 -2.239181 -1.6259 1.2293 -0.2084 -1.4439
O -0.598474 -2.582435 -0.203863 -0.1851 -0.2633 3.3550 -0.5283
H 3.149031 0.356053 -0.465204 -0.4282 -0.4257 -0.7944 0.2427
H 2.125465 -0.818987 -1.624686 1.2891 1.4121 0.4989 0.2661
H 2.847401 0.764818 -2.254532 0.8254 -0.6204 0.2930 0.3391
H 0.810378 0.595996 1.570341 -0.1737 -0.3697 0.1096 0.3149
H 0.282170 -0.954552 1.992817 -0.0951 -0.6016 -0.5548 0.6084
H -0.882514 1.549559 1.904962 -1.3361 -0.9237 0.0999 0.1922
H -1.641491 0.196891 2.694730 -0.4727 -0.7294 0.9548 0.4697
H -3.397610 0.452801 1.118379 -0.4396 0.2243 -0.1024 0.3205
H -1.453692 -1.918907 -2.521583 1.5386 0.5784 0.3204 0.3383
H 0.347725 -2.173318 -2.507823 0.4821 -0.5261 -0.8890 0.4783
H -0.285837 -0.436576 -2.685204 -0.2815 -2.1055 0.4681 0.2734
H -0.448821 -2.415634 0.775707 -0.3833 -0.9110 -1.2692 0.4072
```
Forces are in eV/Å.

The gap between HOMO and LUMO comes out at 8.9607 eV. Its highest occupied orbital energy is -8.38 eV. Its structure (SMILES) is C[Se]/C(CCC=C=O)=C(\C)O. The value obtained for the lowest unoccupied orbital energy is 0.59 eV. As for the total energy: -77928.71302 eV.

---

Computed, not measured: a structure of composition C8H12O6Zn at a distorted geometry, with wB97M-V/def2-TZVPD.

Geometry as XYZ:
```
27
Properties=species:S:1:pos:R:3:forces:R:3:mulliken_charge:R:1
O 0.449399 -0.885086 2.694030 -0.0639 0.4050 1.2106 -0.1126
Zn -1.251623 -3.314675 4.058961 0.0734 -1.4224 1.9586 -0.4262
O -1.330172 -2.182089 2.448937 0.0189 1.9137 -1.7507 -0.2771
C -0.608808 -1.285608 2.053004 0.5708 -1.5373 -0.5868 0.6053
O -0.715544 -0.760147 0.831962 -0.7179 1.0476 0.5615 -0.1079
C -0.334535 -1.516059 -0.256153 0.0283 3.2561 -4.3850 0.1767
C 1.083689 0.381651 2.367963 -0.0932 0.1113 -0.4127 -0.0186
C 1.818480 0.863644 3.591267 0.1226 0.1363 0.1858 -1.2399
H 1.763096 0.219509 1.523030 -0.1798 -0.0437 0.1441 0.1712
H 0.297068 1.081897 2.063970 0.2769 -0.0990 0.0172 0.3220
H 2.425844 0.062543 4.030319 -0.1545 0.1951 -0.1316 0.3218
H 2.486753 1.681269 3.290292 -0.1521 -0.1627 0.1310 0.3707
H 1.121963 1.245671 4.347966 0.2009 -0.1770 -0.1444 0.3086
C -1.308309 -1.865702 -1.134992 -0.9292 -2.1942 2.1781 -0.7058
H -1.064338 -2.568050 -1.932653 -0.1208 0.9181 -0.3128 0.3121
H -2.344811 -1.746333 -0.809211 -0.0093 -0.3996 -0.2307 0.2686
C 0.500679 -0.610532 -1.395201 3.3232 -1.3360 2.7400 -0.8003
C -0.026946 0.763791 -1.788426 -0.4689 -0.1853 -0.5876 -0.6770
O -0.525403 0.716758 -3.128229 -0.3709 -0.5212 -0.1513 -0.2750
C -1.008974 1.841162 -3.626174 0.6444 0.9566 0.2037 0.6459
O -1.036265 2.911303 -3.067242 -0.1526 -0.3233 0.0234 -0.5495
O -1.365643 1.626554 -4.886487 -0.1443 -0.3195 -0.5743 -0.4387
H 0.956785 -1.487304 -1.877501 -1.3583 0.4995 -2.0213 0.5857
H 1.549796 -0.305736 -1.208201 -0.1069 -0.1134 1.8278 0.3465
H 0.785564 1.499804 -1.735896 -0.1722 -0.2195 -0.2121 0.4598
H -0.810121 1.157492 -1.128292 0.0833 -0.4390 0.0543 0.3696
H -1.507628 2.474273 -5.327041 -0.1478 0.0539 0.2651 0.3641
```
Forces are in eV/Å.

The gap between HOMO and LUMO comes out at 5.7671 eV. Its highest occupied orbital energy is -6.21 eV. The value obtained for the lowest unoccupied orbital energy is -0.44 eV. As for the total energy: -69188.28171 eV.

---

Computed, not measured: a cluster of 2 separate species, C8H12OS in total at a distorted geometry, with wB97M-V/def2-TZVPD.

Geometry as XYZ:
```
22
Properties=species:S:1:pos:R:3:forces:R:3:mulliken_charge:R:1
C 0.616607 -3.482699 2.046812 -0.0751 1.3217 -1.5869 -0.2362
C 1.160055 -2.994826 0.836320 0.9849 -0.2953 -1.1439 -0.8167
C -0.549410 -2.889283 2.338237 -2.5376 -0.2304 2.8828 -0.4427
C 0.386563 -2.036284 0.212564 0.5090 0.6503 0.0413 0.2467
C -1.057168 2.831283 -0.251032 1.4873 0.7152 0.6701 -1.3176
C -0.767563 0.967301 -2.050734 -2.6810 -1.6791 -0.2626 -1.3382
C 0.726371 1.215507 -0.070534 -1.3590 -1.1311 0.5945 -0.4832
C -0.130643 1.881141 -1.057386 2.6032 2.7035 -1.1824 1.0859
O 1.886040 1.646254 0.175721 1.9975 1.6652 -1.1513 -0.2168
S -0.906094 -1.696423 1.198409 -2.1311 0.3160 0.7190 -0.0086
H 1.182027 -4.047380 2.687791 0.9295 -1.7837 1.3521 0.4278
H 2.102996 -3.433557 0.493621 -0.3352 0.5387 -0.2197 0.3133
H -1.242991 -3.114370 3.272131 1.6509 0.7491 -2.2392 0.2442
H -1.449043 2.381405 0.673305 -0.5324 -0.2989 -0.7616 0.3505
H -0.409303 3.676474 0.226927 -1.2196 -1.0667 -1.4088 0.2811
H -1.776355 3.145927 -1.026145 -0.0642 0.4064 1.0386 0.3632
H -1.602952 1.469410 -2.620752 1.0070 -0.1064 0.4756 0.3713
H -0.046336 0.601381 -2.811479 -0.4671 -0.0821 0.6913 0.3383
H -1.371811 0.098141 -1.534948 1.5255 1.3190 -0.8939 0.2207
H 0.389144 -1.229699 -0.559954 1.0216 -1.5084 0.2901 0.2141
H 0.565938 2.623853 -1.721674 -1.1124 -1.1255 1.1499 0.1069
H 2.293929 2.386446 -0.457198 -1.2015 -1.0774 0.9447 0.2961
```
Forces are in eV/Å.

The gap between HOMO and LUMO comes out at 8.7163 eV. Its highest occupied orbital energy is -8.03 eV. The value obtained for the lowest unoccupied orbital energy is 0.68 eV. As for the total energy: -21368.76146 eV.

---

Computed, not measured: a structure of composition C8H13BDyN2 at a distorted geometry, with wB97M-V/def2-TZVPD.

Geometry as XYZ:
```
25
Properties=species:S:1:pos:R:3:forces:R:3:mulliken_charge:R:1
C -0.843500 1.040012 -2.398572 -0.0132 1.1894 -1.0039 -0.5334
C 0.541900 0.835912 -2.650372 0.0554 1.1062 -1.0000 -0.4893
C 1.285500 1.628412 -1.729072 -0.1018 1.0521 -0.9062 -0.5636
C 0.356800 2.320712 -0.903172 0.0398 1.1690 -0.9120 -0.4675
C -0.959500 1.954612 -1.311672 -0.0419 1.3250 -1.0764 -0.3655
Dy 0.000000 0.000012 -0.421672 6.9171 0.5488 -3.3605 0.3994
N -1.434200 -0.676588 0.250528 -10.2041 -5.3092 0.4799 -0.4367
C -0.015900 -2.492788 -0.548172 0.2402 -0.8708 -0.4591 -0.2634
C 0.981000 -1.973188 -1.340172 0.0246 -1.7708 -0.0433 -0.6244
H 2.373900 1.682012 -1.661572 -0.3940 -0.0475 0.0158 0.3564
H 0.965600 0.201212 -3.430572 -0.1636 0.2249 0.3173 0.6018
H 0.604900 2.992012 -0.079872 -0.0832 -0.2748 -0.2611 0.3951
H -1.890700 2.304312 -0.864472 0.3787 -0.2065 -0.1383 0.3577
H -1.673100 0.562812 -2.923072 0.3329 0.1631 0.2479 0.3124
H 0.868800 -1.938888 -2.427772 0.0792 0.0783 0.4590 0.2892
H -0.939700 -2.885388 -0.982272 0.4604 0.1134 0.2223 0.1667
H -2.351600 -1.081988 0.472128 0.1793 0.2166 0.3624 0.0546
H 1.972100 -1.763888 -0.922872 -0.2631 -0.0920 -0.1783 0.2696
H 0.157900 -2.709188 0.508928 -0.1193 0.0968 -0.3736 0.2128
B 0.000000 0.000012 4.439228 -0.0325 0.0099 -0.5356 -0.0113
C 0.000000 0.000012 2.839228 0.2440 0.1029 -7.8097 0.2029
N 0.000000 0.000012 1.578328 2.5037 1.2240 15.8283 -0.4537
H -0.972700 0.561512 4.835628 -0.5493 0.2734 0.0347 -0.1346
H 0.972600 0.561512 4.835728 0.5406 0.3039 0.0637 -0.1364
H -0.000100 -1.123188 4.835628 -0.0301 -0.6259 0.0265 -0.1388
```
Forces are in eV/Å.

The gap between HOMO and LUMO (spin up / spin down) comes out at 6.2877 / 6.5112 eV. Its multiplicity is 6. Its highest occupied orbital energy (spin up / spin down) is -3.38 / -3.61 eV. The value obtained for the lowest unoccupied orbital energy (spin up / spin down) is 2.90 / 2.91 eV. The total charge is -1. As for the total energy: -36241.46307 eV.

---

Computed, not measured: a cluster of 2 separate species, C8H13BN2O in total at a distorted geometry, with wB97M-V/def2-TZVPD.

Geometry as XYZ:
```
25
Properties=species:S:1:pos:R:3:forces:R:3:mulliken_charge:R:1
B -2.124190 0.519229 -0.077830 -1.3427 -1.1738 -1.4567 0.4603
C 2.178844 1.912777 0.410215 0.1146 -3.7520 -0.8929 -0.5262
C 3.151872 1.463365 -0.494255 -0.4349 -0.8288 -0.8300 -0.6202
C 1.238634 0.960952 0.836810 -0.6911 0.5915 0.1868 -0.3855
C 2.978417 0.174550 -1.035194 -0.1528 1.7497 1.3569 -0.1980
C 1.252028 -0.342800 0.304219 0.2196 0.6674 1.3944 0.7438
C -3.349461 0.925995 -1.058962 -1.3197 -2.1134 2.4784 -1.0518
C 0.199709 -2.724319 0.603474 5.3520 -0.0662 -0.1387 -1.3911
C 0.254684 -1.267737 0.894889 -2.0547 0.2583 -4.0362 0.1499
N 2.121834 -0.712090 -0.670300 -3.2000 -1.3601 2.2675 -0.5495
N -1.241231 -0.496483 -0.437393 1.7393 -1.1214 3.3821 -0.5434
O -2.216858 0.841307 1.233120 -0.1892 0.2466 1.9512 -0.6188
H 2.009785 2.792724 0.888137 0.5535 2.9675 0.7476 0.5368
H 4.018173 1.898150 -0.971718 -0.1778 1.1380 0.5628 0.3368
H 0.404987 1.323057 1.549242 1.4606 -0.9892 -1.1953 0.1860
H 3.522671 -0.245252 -1.789576 2.2829 -0.0803 -2.0696 0.5268
H -3.986863 1.707063 -0.586520 -0.0612 -0.8546 -0.1240 0.2366
H -3.913673 -0.038172 -1.401978 0.5660 1.6315 1.2238 0.2716
H -3.146920 1.309520 -1.964107 1.4023 1.5915 -3.3168 0.4193
H -0.770831 -3.036268 0.614486 -2.5386 -0.9748 -0.3863 0.4132
H 0.787619 -2.823304 -0.387606 -1.2414 -0.6439 1.5330 0.3071
H 0.758906 -3.347096 1.472873 -0.9854 1.4817 -1.9570 0.2983
H -0.263885 -1.088322 1.774951 -0.4314 1.4164 1.6071 0.4907
H -0.736113 -0.562372 -1.257353 0.8830 -0.2472 -2.1359 0.2243
H -3.128145 0.855525 1.550369 0.2469 0.4656 -0.1522 0.2829
```
Forces are in eV/Å.

The gap between HOMO and LUMO (spin up / spin down) comes out at 8.2226 / 8.2219 eV. Its highest occupied orbital energy (spin up / spin down) is -8.28 / -8.28 eV. The value obtained for the lowest unoccupied orbital energy (spin up / spin down) is -0.06 / -0.06 eV. As for the total energy: -14209.36826 eV.

---

Computed, not measured: a cluster of 2 separate species, C8H13BO2 in total at a distorted geometry, with wB97M-V/def2-TZVPD.

Geometry as XYZ:
```
24
Properties=species:S:1:pos:R:3:forces:R:3:mulliken_charge:R:1
B -1.635159 0.655314 0.495199 0.4320 -0.0215 0.0901 1.0822
C 2.680223 -0.268852 0.445621 0.2304 0.0737 -0.6487 -0.3652
C 1.875715 -0.373561 1.621099 -0.5003 0.1228 0.4093 -0.4148
C 2.164420 0.242499 -0.680204 0.0460 -0.0795 0.2323 -0.9013
C 0.553868 -0.069039 1.577078 0.3560 -0.0703 0.6197 -0.4416
C 0.774156 0.793149 -0.749808 -0.0754 0.0287 -0.2521 0.8399
C -0.104962 0.391809 0.402120 -0.9144 -1.4204 -0.0854 -0.2853
C 0.179064 0.584808 -2.146985 -0.0674 0.1207 0.2041 -1.5755
C -1.241617 -1.788604 0.217232 0.7914 1.4285 -0.5109 -1.1148
O -2.345891 1.092849 -0.596920 -0.1720 0.1020 -0.4667 -0.6284
O -2.222586 0.589082 1.739323 -0.0859 -0.0221 0.4989 -0.5864
H 3.699378 -0.631153 0.475815 0.0431 0.0020 -0.0689 0.4053
H 2.326109 -0.747591 2.529847 -0.0593 0.0102 0.0861 0.3881
H 2.749550 0.305866 -1.584828 0.1481 -0.0014 -0.1236 0.3527
H -0.064602 -0.242146 2.447023 0.0134 0.0215 0.0931 0.3725
H 0.869970 1.889580 -0.623773 -0.0062 -0.0117 0.0238 0.2041
H 0.182902 -0.470450 -2.406152 -0.0100 -0.1454 -0.0301 0.3686
H 0.769355 1.129243 -2.881763 0.0569 -0.0248 -0.0917 0.4474
H -0.841539 0.948931 -2.169449 -0.0104 0.0026 -0.1625 0.3153
H -0.307874 -2.316339 0.230156 0.2483 -0.1879 0.0123 0.3544
H -1.749140 -1.764258 -0.730455 -0.1829 -0.0862 -0.2377 0.3045
H -1.855158 -1.876360 1.090749 -0.1338 0.0812 0.3493 0.3917
H -3.280976 1.240328 -0.446517 -0.0515 0.0323 0.0452 0.2474
H -3.175208 0.684895 1.745591 -0.0959 0.0448 0.0142 0.2390
```
Forces are in eV/Å.

The gap between HOMO and LUMO (spin up / spin down) comes out at 7.1886 / 7.4331 eV. Its highest occupied orbital energy (spin up / spin down) is -7.02 / -7.44 eV. The value obtained for the lowest unoccupied orbital energy (spin up / spin down) is 0.17 / -0.01 eV. As for the total energy: -13277.92846 eV.